[1]
C32H22Cl72N2O2Si2 as an isolated structure. Source: the OMol25 dataset; level of theory: the ωB97M-V functional and the def2-TZVPD basis.

```
132
Properties=species:S:1:pos:R:3:lowdin_charge:R:1
C -0.47235 1.00974 5.48763 -0.25
Si 0.99240 1.44997 4.25453 0.50
C 2.43630 2.07545 5.43175 -0.24
C 1.70934 -0.08956 3.34272 -0.22
C 0.46991 2.90847 3.11665 -0.20
C 1.04924 4.41739 3.54763 -0.01
C 0.69952 5.78289 2.64671 -0.12
N 1.19049 7.17376 2.98661 0.03
C -0.21909 5.53306 1.31432 0.03
C -0.78247 4.03084 0.88676 -0.01
C -0.49579 2.68674 1.76810 -0.15
Si -1.24204 1.01127 1.22493 0.53
C 0.11555 -0.10267 0.34396 -0.23
C -2.10683 0.00856 2.67814 -0.21
C -2.67486 1.16254 -0.11100 -0.22
C -1.57227 4.36577 -0.48648 -0.29
O -1.73111 3.78215 -1.66872 -0.02
N -2.12209 5.77654 -0.18558 0.04
C -0.82284 6.53456 0.16582 -0.23
O -0.36294 7.66774 -0.37851 -0.03
H -0.29181 1.69851 6.44592 0.05
H -1.52320 1.31356 5.07265 -0.03
H -0.39872 -0.09552 5.88036 0.05
H 3.19379 2.69817 4.77955 0.05
H 2.92486 1.20907 6.04830 0.00
H 1.93331 2.86318 6.17172 0.05
H 2.10183 0.21559 2.28273 0.06
H 0.92265 -0.95775 3.34370 0.00
H 2.65046 -0.49352 3.94414 0.00
H 1.71381 4.60482 4.50961 0.09
H 1.17884 7.35413 4.03217 0.10
H 0.61436 7.92518 2.50616 0.10
H 0.46271 -1.00454 1.01082 -0.02
H -0.37489 -0.58581 -0.62942 0.01
H 1.01694 0.55606 -0.06584 0.07
H -2.74944 -0.83418 2.13074 0.04
H -2.84840 0.66745 3.30130 0.06
H -1.30058 -0.55811 3.31175 -0.01
H -3.49631 0.32144 0.08065 -0.01
H -2.22622 1.00015 -1.19245 0.06
H -3.26639 2.18979 -0.01074 0.01
H -2.55179 6.12372 -1.08245 0.12
C -6.09629 5.56206 0.63925 -1.97
Cl -4.68121 4.48769 0.77180 0.56
Cl -7.14852 5.33632 2.05929 0.50
Cl -5.55072 7.25677 0.56772 0.52
Cl -7.00479 5.16763 -0.84180 0.46
C -5.84853 4.66735 -4.66618 -1.99
Cl -5.75192 6.18507 -5.59433 0.49
Cl -5.29874 3.31245 -5.68434 0.51
Cl -4.80932 4.78610 -3.22370 0.50
Cl -7.53410 4.38565 -4.16222 0.50
C -0.53410 -4.35482 3.17522 -1.97
Cl 0.29260 -5.73937 3.93277 0.50
Cl -1.12424 -3.24968 4.44212 0.53
Cl 0.60720 -3.48863 2.11599 0.54
Cl -1.91194 -4.94144 2.20988 0.49
C -1.73410 -3.86535 -1.54584 -1.94
Cl -0.90740 -5.24990 -0.78828 0.46
Cl -2.32424 -2.76021 -0.27893 0.49
Cl -0.59280 -2.99915 -2.60506 0.54
Cl -3.11194 -4.45197 -2.51118 0.47
C -11.03408 6.47504 0.33641 -2.01
Cl -10.07531 7.76029 1.11304 0.50
Cl -10.31860 6.07368 -1.24526 0.49
Cl -11.03467 5.02578 1.37296 0.50
Cl -12.70782 7.04024 0.10486 0.51
C -6.30783 -1.52406 -2.38810 -1.99
Cl -6.21122 -0.00634 -3.31625 0.51
Cl -5.75804 -2.87896 -3.40625 0.49
Cl -5.26862 -1.40531 -0.94562 0.51
Cl -7.99339 -1.80576 -1.88413 0.52
C 2.99222 -5.98241 6.95358 -1.99
Cl 4.33685 -6.04734 5.78652 0.46
Cl 2.06305 -4.48235 6.70635 0.49
Cl 1.92562 -7.38872 6.70967 0.51
Cl 3.64316 -6.01130 8.61186 0.52
C 5.69216 -1.73954 5.19257 -1.98
Cl 4.99740 -0.57443 6.34761 0.54
Cl 6.86424 -0.90615 4.14074 0.53
Cl 6.51713 -3.04172 6.08617 0.51
Cl 4.38998 -2.43599 4.19571 0.51
C -3.30781 -8.69806 -3.44524 -1.99
Cl -2.34903 -7.41282 -2.66860 0.45
Cl -2.59232 -9.09943 -5.02690 0.52
Cl -3.30840 -10.14733 -2.40869 0.49
Cl -4.98154 -8.13287 -3.67679 0.52
C 7.19215 -6.76364 2.96508 -1.95
Cl 6.31457 -7.76411 1.78052 0.54
Cl 7.63573 -7.76175 4.37281 0.49
Cl 8.66852 -6.10936 2.21206 0.48
Cl 6.14993 -5.41924 3.49502 0.44
C 11.69221 -8.84403 2.57378 -1.98
Cl 12.40819 -7.24631 2.24370 0.51
Cl 12.71254 -9.72253 3.74075 0.52
Cl 10.05862 -8.63387 3.25351 0.45
Cl 11.58934 -9.77353 1.05723 0.50
C -3.00781 7.42706 -8.52927 -1.96
Cl -2.74160 5.83284 -7.77967 0.52
Cl -1.47577 8.33648 -8.55098 0.49
Cl -3.59244 7.20849 -10.19817 0.46
Cl -4.22147 8.33053 -7.58840 0.50
C -3.30779 4.02709 6.40303 -1.99
Cl -2.06350 3.89575 5.13466 0.55
Cl -4.78941 4.73424 5.71064 0.51
Cl -3.66938 2.40691 7.05039 0.52
Cl -2.70901 5.07140 7.71656 0.51
C 7.49216 -3.76453 -1.01841 -2.00
Cl 6.76715 -3.91979 0.60163 0.48
Cl 6.21905 -3.38163 -2.20469 0.51
Cl 8.70329 -2.45771 -1.00435 0.51
Cl 8.27926 -5.29889 -1.46638 0.51
C 1.19218 -9.41365 -0.88717 -2.00
Cl 2.01887 -10.79820 -0.12962 0.52
Cl 0.60203 -8.30851 0.37974 0.50
Cl 2.33348 -8.54745 -1.94639 0.52
Cl -0.18566 -10.00027 -1.85251 0.48
C -0.60778 12.01204 -10.34105 -2.00
Cl 0.73685 11.94711 -11.50811 0.51
Cl -1.53695 13.51210 -10.58829 0.51
Cl -1.67438 10.60573 -10.58496 0.47
Cl 0.04316 11.98315 -8.68277 0.51
C 13.49221 -10.27157 -2.69598 -2.02
Cl 14.73650 -10.40291 -3.96435 0.51
Cl 12.01059 -9.56442 -3.38837 0.51
Cl 13.13062 -11.89175 -2.04862 0.51
Cl 14.09099 -9.22726 -1.38245 0.49
C -6.30781 4.37176 -12.36918 -2.00
Cl -5.34903 5.65701 -11.59254 0.45
Cl -5.59232 3.97039 -13.95084 0.51
Cl -6.30840 2.92250 -11.33263 0.51
Cl -7.98154 4.93696 -12.60073 0.51
```

As for the electronic energy: -35204.73822 Ha. The value obtained for the LUMO energy is -1.25 eV. The calculation puts the orbital gap at 7.4 eV.

---

[2]
CH3Cl2OP in the gas phase. Source: the OMol25 dataset; level of theory: the ωB97M-V functional and the def2-TZVPD basis.

```
8
Properties=species:S:1:pos:R:3:lowdin_charge:R:1
C 0.16235 0.14158 -0.59449 -0.63
O 0.00391 1.48855 -0.75933 -0.15
P 0.15548 -0.45538 1.19010 0.07
Cl -1.74051 -0.19323 1.73100 0.18
Cl 0.23728 -2.42581 0.81887 0.17
H -0.55995 -0.47518 -1.30293 0.12
H 1.34054 -0.21460 -0.95291 0.13
H 0.40088 2.13407 -0.13032 0.11
```

As for the electronic energy: -1376.88745 Ha. The value obtained for the LUMO energy is 0.52 eV. The calculation puts the orbital gap at 9.9 eV. As for the SMILES: OCP(Cl)Cl.

---

Relative energy (zero: lowest compared OMol25 entry of this formula, charge and spin) for the records above, in order: 13.152; 2.033 eV